# 1
The following is a quantum chemistry calculation of a cluster of 6 separate species, C36H89N5 in total, from OMol25.

Geometry (Å):
C 1.820190 2.704038 -0.827012
C 1.879566 1.496762 -1.705700
N 2.709913 1.763303 -2.915703
C 3.996751 2.329017 -2.586580
C 4.905261 1.368676 -1.748596
C 2.454588 0.715309 -3.972853
C 2.801713 0.960151 -5.338768
H 1.299549 3.482529 -1.269030
H 2.763294 2.996670 -0.577501
H 1.302561 2.528448 0.023742
H 0.910144 1.087197 -2.097600
H 2.578915 0.821476 -1.228577
H 4.100982 3.285132 -2.345428
H 4.725424 2.402033 -3.608735
H 4.572406 1.607424 -0.885026
H 5.843825 1.414752 -2.004050
H 4.721500 0.329445 -1.793861
H 1.432737 0.238201 -4.008739
H 2.923177 -0.306950 -3.651899
H 2.617306 1.991569 -5.643282
H 2.352388 0.600894 -6.128195
H 3.812727 0.694962 -5.490347
C 1.643754 -4.164159 4.139174
C 0.222451 -4.037127 4.705792
N -0.748519 -4.754536 3.831506
C -2.071232 -5.037409 4.582352
C -1.798517 -6.235002 5.544845
C -1.119830 -4.070963 2.594662
C -1.721406 -4.878098 1.352807
H 1.807148 -3.706773 3.225861
H 1.937266 -5.215117 4.134637
H 2.189751 -3.569329 4.916805
H -0.181585 -3.018895 4.953567
H 0.104246 -4.228140 5.825157
H -2.855601 -5.415146 3.908865
H -2.431935 -4.227744 5.058381
H -1.245058 -6.888846 4.853851
H -2.759324 -6.901638 5.945057
H -1.090253 -6.116569 6.378368
H -0.204150 -3.635156 2.275273
H -1.751956 -3.105459 2.803273
H -1.747980 -4.249673 0.530332
H -2.727735 -4.927776 1.489873
H -1.200588 -5.780479 1.009145
C 0.019553 7.538674 -1.535413
C -1.472766 7.436533 -1.441686
N -1.997283 6.199145 -1.978095
C -1.590581 4.981352 -1.197274
C -2.536076 4.790062 0.157312
C -3.485692 6.192623 -2.383751
C -3.618230 6.971606 -3.646494
H 0.679793 7.588179 -2.489149
H 0.641502 7.005481 -0.764908
H 0.259295 8.481169 -1.240632
H -1.917882 8.215054 -1.916748
H -1.818207 7.553064 -0.407019
H -0.583295 4.951375 -1.196589
H -1.961149 4.186604 -1.775618
H -1.901977 4.099463 0.631274
H -3.660109 4.772576 -0.071939
H -2.552234 5.749808 0.551823
H -4.106248 6.760639 -1.559425
H -3.987590 5.144977 -2.329320
H -4.684181 6.978825 -3.728686
H -3.233870 6.349003 -4.274793
H -3.304759 8.034097 -3.761224
C -1.865078 1.018517 -1.721544
C -2.688558 0.481274 -0.505715
N -3.879897 -0.528107 -1.027511
C -4.099012 -1.706049 -0.203348
C -4.639498 -1.462759 1.219977
C -5.025017 0.164716 -1.421487
C -5.667788 -0.525823 -2.566072
H -1.286577 1.743233 -1.357395
H -2.467381 1.525883 -2.430162
H -1.381295 0.269623 -2.419229
H -3.132098 1.354632 -0.064258
H -1.756600 0.064020 0.171973
H -3.192140 -2.343998 -0.289880
H -4.804096 -2.581774 -0.461180
H -4.526631 -2.408884 1.735462
H -5.679942 -1.353054 1.259665
H -3.865019 -0.830429 1.532333
H -4.721324 1.184519 -1.933675
H -5.706523 0.516351 -0.749796
H -6.261132 -1.333051 -2.315155
H -4.899796 -0.834710 -3.344976
H -6.477133 0.017407 -2.788369
C 3.583017 -4.731563 0.253083
C 2.421570 -3.823792 0.014637
N 2.207024 -3.750428 -1.546216
C 0.781263 -3.553481 -1.866664
C 0.260228 -2.141157 -1.412579
C 3.206147 -2.846717 -2.037429
C 3.150094 -3.085092 -3.518784
H 3.685837 -4.964546 1.240800
H 4.587942 -4.237402 0.280502
H 3.313257 -5.780735 -0.156156
H 2.756476 -2.826280 0.466081
H 1.483414 -4.237528 0.518356
H 0.198590 -4.209417 -1.357294
H 0.671672 -3.703434 -3.043908
H 0.742563 -1.225063 -1.989986
H 0.444945 -1.979600 -0.449763
H -0.862404 -2.042709 -1.605412
H 4.299683 -3.057701 -1.643436
H 2.944065 -1.895620 -1.721107
H 3.094767 -4.205585 -3.610182
H 4.137867 -2.612187 -3.979015
H 2.345557 -2.440115 -4.042852
C -0.622397 2.367881 2.964033
C 0.575852 1.723442 3.522032
C 0.826313 0.358737 2.647367
C 2.052730 -0.632085 3.171020
C 3.397011 -0.104483 2.901713
C 4.587988 -0.883975 3.422270
H -0.435372 2.736202 2.143444
H -0.824676 3.140978 3.466628
H -1.395230 1.772303 3.235660
H 0.639144 1.525196 4.468702
H 1.312545 2.401723 3.268956
H 1.019106 0.683872 1.634383
H -0.169687 -0.022709 2.553356
H 1.973174 -1.487591 2.648689
H 1.859699 -0.766740 4.244279
H 3.411558 0.732633 3.764606
H 3.712066 0.205604 1.920972
H 5.615604 -0.582210 3.151243
H 4.380337 -1.859283 3.382019
H 4.691313 -0.718198 4.478806

Cartesian forces (eV/Å) of the 6 atoms listed first:
-0.916 -1.115 -2.064
1.345 -0.200 -1.836
-2.668 0.951 -1.518
3.503 -6.522 -6.268
-3.958 -0.348 -3.786
-0.489 -3.349 3.545

Properties
Energy relative to the best compared isomer or geometry (same formula, charge and spin) in kcal per mole: 87.26
SMILES string: CCN(CC)CC.CCN(CC)CC.CCN(CC)CC.CCN(CC)CC.CCN(CC)CC.CCCCCC
Spin multiplicity: 1
HOMO level in eV: -7.728
LUMO level in Eh: 0.027
Frontier orbital gap in eV: 8.473

# 2
The following is a quantum chemistry calculation of a cluster of 2 separate species, C7H8N2O2 in total, from OMol25.

Geometry (Å):
C -1.263429 1.695664 0.912581
C 0.718379 -1.509273 1.761111
C -2.236702 -0.023822 2.517850
C -1.916245 0.721784 1.472148
C 0.296894 0.431463 -2.441305
C 1.321140 -0.511423 -1.794629
C 1.283654 -1.431929 0.383915
N -0.893604 2.404165 -0.068114
N 0.352025 -1.709306 2.827828
O 2.376921 -1.975179 0.211406
O 0.645841 -0.688467 -0.486458
H -1.501000 -0.144348 3.360469
H -2.988933 -0.760697 2.548712
H -0.653074 0.492960 -1.816847
H 0.785329 1.354723 -2.456398
H -0.135853 0.276004 -3.342229
H 2.206744 0.091276 -1.513465
H 1.565712 -1.440443 -2.224162
H 0.036200 2.726848 0.147586

Cartesian forces (eV/Å) of the 6 atoms listed first:
-0.265 -0.376 -2.426
-0.234 -0.093 -0.966
2.409 0.116 0.323
-0.295 0.733 1.302
-0.588 -0.401 2.960
-1.220 2.361 1.498

Properties
Energy relative to the best compared isomer or geometry (same formula, charge and spin) in kcal per mole: 121.42
SMILES string: CCOC(=O)C#N.C=C=C=N
Spin multiplicity: 1
HOMO level in eV: -9.139
LUMO level in Eh: -0.007
Frontier orbital gap in eV: 8.936

# 3
The following is a quantum chemistry calculation of the molecule C2H4BrFO, from OMol25.

Geometry (Å):
C -0.281047 -0.356339 -0.070603
C 1.059120 0.312813 0.107287
O 1.753165 -0.469283 1.115251
F 2.952651 0.119693 1.516340
Br 2.261727 0.350988 -1.502509
H 0.040409 -1.420794 -0.431839
H -0.812709 -0.185638 0.927590
H -0.862066 0.026119 -0.997702
H 0.970400 1.293305 0.339048

Cartesian forces (eV/Å) of the 6 atoms listed first:
0.368 -1.209 -1.520
1.845 -2.636 -0.678
-1.742 -0.094 -0.669
0.110 0.641 -0.257
-0.755 -0.101 0.370
-1.274 1.391 1.397

Properties
Energy relative to the best compared isomer or geometry (same formula, charge and spin) in kcal per mole: 99.72
SMILES string: C[C@H](Br)OF
Spin multiplicity: 1
HOMO level in eV: -10.541
LUMO level in Eh: 0.028
Frontier orbital gap in eV: 11.311

# 4
The following is a quantum chemistry calculation of a structure of composition C34H60Cl2N6O16V, from OMol25.

Geometry (Å):
V -0.447899 -0.525251 0.202569
Cl 1.999349 1.606004 4.394600
O 2.024627 0.843882 5.640573
O 0.633664 2.008037 4.063312
O 2.892341 2.781005 4.489318
O 2.505855 0.792619 3.338788
Cl 3.249781 0.785380 -2.198929
O 3.704126 0.217115 -0.904549
O 2.711033 -0.300036 -3.028142
O 2.146963 1.710318 -1.932013
O 4.299918 1.509448 -2.839664
C -4.928880 3.198443 -3.885264
C -4.298382 2.187473 -4.779888
O -4.617917 0.958225 -4.198523
C -4.591507 1.201625 -2.881582
O -4.392844 0.362654 -2.048169
O -4.842512 2.547478 -2.625430
H -6.007706 3.320023 -4.133565
H -4.434588 4.114918 -3.884528
H -3.212010 2.265982 -4.948360
H -4.704146 2.193745 -5.756167
C 5.933662 2.701987 1.966923
C 6.754575 2.303992 0.761409
O 7.046982 3.543554 0.128604
C 6.065610 4.400022 0.482586
O 5.880394 5.452391 -0.017091
O 5.333242 3.930513 1.569416
H 6.653407 2.948480 2.804601
H 5.137013 1.974040 2.203337
H 6.309893 1.723454 -0.012650
H 7.684261 1.773597 1.101976
C -7.235033 -0.632503 -0.171422
C -7.822652 -1.849602 0.565164
C -7.079080 -3.182090 0.133011
C -7.316686 -3.594581 -1.243062
N -7.227945 -3.862787 -2.352431
H -6.118609 -0.660070 -0.043570
H -7.590419 0.345625 0.278869
H -7.449185 -0.519698 -1.233801
H -8.842772 -1.918910 0.341825
H -7.609976 -1.781223 1.611011
H -7.412880 -3.976548 0.819403
H -6.037803 -3.065065 0.335627
C -2.963483 -4.069778 -3.786881
C -3.801378 -2.921799 -3.383979
C -4.163830 -2.739258 -1.909707
C -3.014963 -2.292261 -1.115698
N -2.057741 -1.998726 -0.524469
H -2.900662 -4.228857 -4.875162
H -3.272808 -5.025223 -3.322354
H -1.891821 -3.968227 -3.415230
H -4.736766 -3.001547 -3.949745
H -3.389897 -1.941969 -3.677552
H -4.667085 -3.658975 -1.559667
H -4.931833 -1.915560 -1.858330
C -0.145461 3.104357 -4.047406
C 0.461589 1.818504 -4.689401
C -0.205523 0.431973 -4.407679
C -0.269139 0.298024 -2.962507
N -0.533724 0.221228 -1.832285
H 0.649292 3.742587 -3.654118
H -0.734683 2.855280 -3.116069
H -0.746208 3.771091 -4.637510
H 1.482087 1.705977 -4.271612
H 0.593269 1.903061 -5.775059
H 0.425859 -0.349098 -4.721012
H -1.193892 0.238644 -4.847572
C 2.332223 -5.249594 -0.333516
C 3.549969 -4.352915 -0.181021
C 3.374737 -2.977468 -0.905811
C 2.111978 -2.350577 -0.483969
N 1.185623 -1.841966 -0.099345
H 1.488283 -4.708436 0.025651
H 2.410595 -6.172483 0.301753
H 2.192945 -5.515065 -1.394185
H 4.484256 -4.853747 -0.470732
H 3.653974 -4.097363 0.892973
H 3.348080 -3.100182 -1.981951
H 4.116054 -2.304114 -0.553636
C 4.505279 -2.351586 7.212135
C 5.123535 -1.964252 5.838307
C 4.100594 -1.629076 4.763205
C 3.212332 -2.740743 4.381360
N 2.588922 -3.659745 4.129469
H 4.124756 -3.407792 6.957628
H 3.679179 -1.688703 7.398673
H 5.142710 -2.440644 8.044652
H 5.820694 -2.735357 5.451274
H 5.783568 -1.041473 5.995396
H 4.616787 -1.471499 3.825276
H 3.445896 -0.790805 5.041374
C 1.779463 5.115372 -0.826864
C 1.731567 4.715429 0.632127
C 2.229975 3.253562 0.916799
C 1.309865 2.196165 0.848935
N 0.622405 1.247012 0.820894
H 2.642333 4.675201 -1.294401
H 1.923303 6.170515 -0.964229
H 0.962414 4.789273 -1.459909
H 0.670345 4.788705 0.948499
H 2.319599 5.345036 1.239532
H 2.578901 3.231256 1.966063
H 3.045248 3.046778 0.249932
C 0.419337 -1.803575 2.940509
O -0.617416 -1.135590 2.231829
C -1.621476 -0.431914 2.938343
C -1.847980 0.989388 2.304104
O -2.008081 0.757171 0.942874
C -2.408877 1.942724 0.199079
H 1.340993 -1.735278 2.333992
H 0.180071 -2.801811 3.288259
H 0.597906 -1.267420 3.881436
H -1.167910 -0.207893 3.910373
H -2.558585 -0.946150 2.960525
H -0.961990 1.562249 2.471525
H -2.689116 1.504117 2.866115
H -3.057144 2.614270 0.812197
H -3.018516 1.623114 -0.645077
H -1.526086 2.394745 -0.141538

Cartesian forces (eV/Å) of the 6 atoms listed first:
-0.461 0.252 0.165
0.780 1.549 0.903
-0.277 0.577 -0.670
0.642 -0.080 0.453
-1.432 -1.076 0.174
0.273 -1.033 -1.033

Properties
Spin multiplicity: 4
HOMO level (alpha / beta) in eV: -8.398 / -9.129
LUMO level (alpha / beta) in Eh: -0.002 / -0.002
Frontier orbital gap (alpha / beta) in eV: 8.341 / 9.070
⟨S²⟩: 3.756

Short version: E_tot = -46206.21694, -14459.19353, -76942.20572, -128648.85845 eV, in the order given.
Short version: max |F| = 9.70, 3.54, 3.29, 4.69 eV/Å, in the order given.